Entry from the Open Molecules 2025 dataset: C31H36AuCl3FN2O3S2 as an isolated structure in a non-equilibrium geometry (ωB97M-V with the def2-TZVPD basis set).

Properties
electronic energy = -107493.3796 eV
highest occupied orbital energy (alpha / beta) = -10.9 / -10.9 eV
gap between HOMO and LUMO (alpha / beta) = 5.96 / 5.96 eV

The geometry in ORCA input format:
```
! RIJCOSX wB97M-V def2-TZVPD def2/J DEFGRID3
* xyz 1 1
Au 0.2221 0.0911 -0.4128
O 0.6136 1.2133 1.5264
S -0.2075 2.0810 2.4523
C -0.8125 3.4903 1.4499
C -2.1459 3.0594 0.8528
C -2.8650 2.3153 1.9720
C -1.8646 1.3004 2.5065
H -0.0385 3.7265 0.7216
H -0.9330 4.3305 2.1355
H -1.9854 2.3909 0.0030
H -2.7187 3.9215 0.5103
H -3.7664 1.8160 1.6177
H -3.1535 3.0204 2.7546
H -1.7668 0.4249 1.8546
H -2.0653 0.9867 3.5292
F 2.2727 -0.8288 -6.4022
C 1.9078 -0.2222 -5.2807
C 2.8859 0.0876 -4.3443
C 2.5038 0.7142 -3.1827
C 1.1568 1.0554 -2.9521
C 0.7777 1.7286 -1.7446
C 0.1980 0.7105 -3.9227
C 0.5680 0.0790 -5.0888
H 3.9191 -0.1589 -4.5472
H 3.2404 0.9559 -2.4252
H -0.1483 2.2957 -1.7786
H 1.5818 2.1963 -1.1826
H -0.8442 0.9426 -3.7382
H -0.1534 -0.1818 -5.8508
C -3.7550 -1.7626 0.0377
C -2.3037 -1.7336 -0.4981
C -1.5880 -3.0054 -0.0267
C -2.3643 -1.6843 -2.0294
O -1.7076 -0.5834 0.0373
H -4.2718 -2.6615 -0.3060
H -4.2814 -0.8810 -0.3286
H -3.7440 -1.7446 1.1268
H -2.0423 -3.8924 -0.4697
H -1.6399 -3.0821 1.0601
H -0.5354 -2.9696 -0.3071
H -2.7577 -2.6216 -2.4244
H -1.3651 -1.5053 -2.4405
H -3.0125 -0.8687 -2.3543
Cl 1.0810 -7.0047 2.6879
C 2.2436 -5.8914 2.0715
C 2.1230 -4.5396 2.3480
C 3.0601 -3.6560 1.8421
C 4.1206 -4.0948 1.0572
C 5.1250 -3.1131 0.4939
C 4.9087 -2.9135 -1.0200
N 3.5419 -2.5126 -1.3132
C 2.7165 -3.0720 -2.2574
C 1.5336 -2.4015 -2.1842
N 1.6324 -1.4460 -1.2054
C 2.8530 -1.5303 -0.7086
O 4.9929 -1.8916 1.1777
C 6.1080 -1.0122 1.0932
C 5.8237 0.1347 2.0070
C 5.1599 1.2629 1.6278
Cl 4.6025 1.6333 0.0482
S 4.9040 2.3559 2.9335
C 5.6900 1.2817 4.0184
C 6.1192 0.1546 3.3994
C 4.2280 -5.4628 0.8142
Cl 5.5551 -6.1007 -0.1081
C 3.3021 -6.3637 1.3129
H 1.3098 -4.1831 2.9649
H 2.9868 -2.6014 2.0686
H 6.1349 -3.5222 0.6219
H 5.1169 -3.8460 -1.5359
H 5.6004 -2.1549 -1.3908
H 3.0237 -3.8897 -2.8860
H 0.6341 -2.5439 -2.7574
H 3.2497 -0.9239 0.0874
H 6.2337 -0.6418 0.0705
H 7.0245 -1.5315 1.3911
H 5.7907 1.5551 5.0561
H 6.6363 -0.6484 3.9055
H 3.4147 -7.4219 1.1248
*
```

Formally, the Löwdin partial charges of the atoms, in units of the elementary charge, are as follows:
1. Au 1.087
2. O -0.642
3. S 1.000
4. C -0.303
5. C -0.234
6. C -0.219
7. C -0.296
8. H 0.087
9. H 0.096
10. H 0.094
11. H 0.121
12. H 0.123
13. H 0.118
14. H 0.059
15. H 0.093
16. F 0.109
17. C -0.261
18. C 0.017
19. C -0.035
20. C -0.318
21. C -0.046
22. C -0.018
23. C 0.020
24. H 0.130
25. H 0.088
26. H 0.086
27. H 0.073
28. H 0.126
29. H 0.131
30. C -0.042
31. C -0.748
32. C -0.042
33. C -0.048
34. O -0.356
35. H 0.085
36. H 0.078
37. H 0.080
38. H 0.087
39. H 0.084
40. H 0.048
41. H 0.088
42. H 0.038
43. H 0.082
44. Cl 0.706
45. C -0.666
46. C -0.083
47. C -0.008
48. C -0.180
49. C -0.296
50. C -0.052
51. N -0.031
52. C -0.018
53. C -0.115
54. N -0.032
55. C -0.145
56. O -0.129
57. C -0.151
58. C -0.313
59. C -0.958
60. Cl 0.684
61. S 1.013
62. C -0.391
63. C -0.126
64. C -0.575
65. Cl 0.745
66. C -0.120
67. H 0.111
68. H 0.121
69. H 0.143
70. H 0.105
71. H 0.132
72. H 0.133
73. H 0.107
74. H 0.115
75. H 0.109
76. H 0.142
77. H 0.074
78. H 0.123
79. H 0.110